1.
Below is a single CH5N3OS molecule in a non-equilibrium geometry, with properties calculated with wB97M-V/def2-TZVPD.

The geometry in XYZ format:
```
11
Properties=species:S:1:pos:R:3:lowdin_charge:R:1
C -0.6001 -0.3298 0.1795 -0.6032
H -0.4827 -1.5139 -1.4156 0.1279
O 1.2571 -0.5344 -1.2699 -0.0796
H 1.6592 -1.1549 -0.6274 0.1111
H -0.3144 0.9522 1.7333 0.0873
H 1.6331 1.9687 -0.3577 -0.1447
N -0.0366 0.7967 0.7593 -0.3665
N -1.4662 -1.1081 0.6954 0.1276
N -0.1346 -0.6143 -1.1049 -0.0429
H -1.8504 -0.6931 1.5151 0.0254
S 0.3356 2.2310 -0.1070 0.7575
```

Calculated values
**Highest occupied orbital energy**: -9.28 eV

2.
Below is a single C4H4N2O3S molecule in a non-equilibrium geometry, with properties calculated with wB97M-V/def2-TZVPD.

The geometry in XYZ format:
```
14
Properties=species:S:1:pos:R:3:mulliken_spin:R:1
H -0.4152 0.2566 1.2938 0.0035
C 3.7220 0.5478 0.0307 0.3608
O 2.3441 0.5783 0.0077 -0.0209
C 4.3931 -0.6970 0.3098 -0.0300
O 5.2889 -0.9348 1.0737 0.2098
O 2.5045 -1.4979 -0.8659 0.0553
H -0.0874 1.3023 0.0041 0.0009
S 4.4410 1.9343 -0.4258 0.5825
N 3.8630 -1.5918 -0.5023 0.7181
C -0.3048 0.3136 0.2534 -0.0014
N 0.4809 -0.8409 -0.0680 0.0338
H -1.2376 0.1053 -0.1544 0.0005
C 1.7322 -0.5519 -0.2999 0.0907
H -0.0122 -1.5795 -0.4708 -0.0034
```

Calculated values
**Multiplicity**: 3
**Highest occupied orbital energy (alpha / beta)**: -6.06 / -8.23 eV

3.
Below is 2 unconnected molecules or ions with the total composition C4H10O2 in a non-equilibrium geometry, with properties calculated with wB97M-V/def2-TZVPD.

The geometry in XYZ format:
```
16
Properties=species:S:1:pos:R:3:lowdin_charge:R:1
O 1.3270 0.1152 -0.4180 0.0320
H -1.4360 -1.6994 -0.0654 0.0852
H -1.3014 0.0972 1.5234 0.1178
H 0.9708 2.0993 1.0429 0.0753
H 0.1020 -2.1405 -0.8701 0.0997
C -0.2521 0.3797 1.3713 -0.1879
H -0.1259 2.2396 2.4434 0.0722
H 0.8488 -1.7788 -3.0187 0.0423
H 0.3295 -0.1399 2.1426 0.1346
C -0.0297 1.8766 1.4196 -0.0904
C -0.5088 -1.3173 -0.4713 -0.0173
H -0.8386 -0.3969 -1.0794 0.1488
O 0.4139 -0.9424 -2.8313 -0.0956
C 0.3016 -0.2631 0.1433 -0.5038
H -0.7571 2.4061 0.7944 0.0817
H 0.9558 -0.5353 -2.1268 0.0055
```

Calculated values
**Highest occupied orbital energy**: -9.72 eV

4.
Below is a single C4H9NO3S2 molecule in a non-equilibrium geometry, with properties calculated with wB97M-V/def2-TZVPD.

The geometry in XYZ format:
```
19
Properties=species:S:1:pos:R:3:lowdin_charge:R:1
H 1.4950 2.1657 1.5020 0.1248
H -0.5297 1.0206 -2.6701 0.1007
O 0.2678 2.8872 -0.7281 -0.2640
S 1.9105 -0.6503 0.5387 0.5812
O 0.5512 1.9134 1.4215 -0.1882
C -0.7396 -1.0934 1.1284 -0.2625
C -0.1618 0.2462 -0.7679 -0.4499
N -0.9730 -0.6858 -0.2303 -0.0564
H 0.2047 -0.6230 -2.8009 0.1268
S -0.2797 1.9255 0.1474 0.5339
H -1.4734 -1.8431 1.3507 0.1031
C 0.1178 0.3099 -2.1408 -0.1147
H -0.8753 -0.2108 1.8085 0.1204
H 0.6912 -2.7561 0.6130 0.0552
C 0.6864 -1.8014 1.1786 -0.5989
O -1.6324 2.0457 0.5390 -0.2425
H -1.2883 -1.6150 -0.7905 0.2262
H 0.9356 -2.0670 2.2777 0.0908
H 1.0930 0.8321 -2.3769 0.1139
```

Calculated values
**Highest occupied orbital energy**: -8.10 eV

Table of energy relative to the best compared isomer or geometry (same formula, charge and spin) (kcal per mole), in record order: 34.0, 0.0, 36.2, 35.3